1.
Formula: C5H12O
Source: the Open Molecules 2025 dataset
Level of theory: ωB97M-V/def2-TZVPD

Values from the calculation:
Energy above the lowest of the compared OMol25 structures with the same formula, charge and spin   0.400 eV
LUMO energy   1.17 eV
SMILES string   CCOC(C)C
F_max   0.277 eV Å⁻¹
Kohn-Sham gap   10.851 eV
Total charge   0

The geometry in XYZ format:
```
18
Properties=species:S:1:pos:R:3:forces:R:3:mulliken_charge:R:1
C 2.688682 -0.144079 0.197567 0.0066 -0.0048 -0.0051 -1.26
C 1.361368 0.582849 0.101183 0.2068 0.1550 0.1010 -0.12
O 0.380510 -0.346481 -0.299253 0.0302 -0.0422 -0.0212 -0.33
C -0.942763 0.163409 -0.293679 -0.2552 0.0514 -0.0114 0.60
C -1.749191 -0.707038 -1.244350 -0.0251 -0.0148 -0.0204 -1.43
C -1.526169 0.154385 1.118472 0.0115 0.0317 0.0337 -1.27
H 2.947817 -0.592003 -0.766241 -0.0229 0.0675 0.1173 0.30
H 2.625425 -0.944526 0.940654 0.0222 0.1051 -0.0894 0.30
H 3.486231 0.546056 0.491745 -0.1126 -0.0927 -0.0481 0.39
H 1.107172 1.030678 1.074627 0.0269 -0.0739 -0.1226 0.23
H 1.419888 1.407645 -0.629529 -0.0259 -0.1256 0.0815 0.28
H -0.929618 1.198370 -0.677451 0.0132 -0.1285 0.0568 0.26
H -2.793132 -0.377930 -1.284193 0.1547 -0.0417 0.0093 0.40
H -1.724343 -1.748816 -0.906079 -0.0067 0.1437 -0.0303 0.33
H -1.326024 -0.664177 -2.252342 -0.0632 -0.0048 0.1400 0.33
H -0.936563 0.772415 1.803996 -0.0995 -0.0910 -0.1085 0.31
H -1.537422 -0.870069 1.505187 -0.0087 0.1132 -0.0592 0.31
H -2.551874 0.539310 1.119684 0.1477 -0.0475 -0.0234 0.38
```
Positions in Å, forces in eV/Å.

***

2.
Formula: C48H42N7NiOP2S2Te
Source: the Open Molecules 2025 dataset
Level of theory: ωB97M-V/def2-TZVPD

Values from the calculation:
LUMO energy (alpha / beta)   2.34 / 2.34 eV
F_max   0.725 eV Å⁻¹
Kohn-Sham gap (alpha / beta)   6.341 / 6.337 eV
Total charge   -1

The geometry in XYZ format:
```
104
Properties=species:S:1:pos:R:3:forces:R:3:mulliken_charge:R:1
Ni 0.397286 -0.946431 0.165100 0.0672 0.0082 0.0010 -1.13
C -2.505836 -3.220167 2.293383 -0.0615 0.0420 -0.0078 -1.95
C -1.879917 -2.092212 1.508065 -0.0472 0.1550 -0.0098 1.63
N -0.659069 -2.193681 1.089042 -0.2315 -0.4116 0.1108 1.65
N 0.025260 -3.380733 1.494527 -0.0748 0.5862 -0.2286 -1.19
C 1.228358 -3.097613 1.837271 0.1596 -0.1273 0.2401 0.37
S 1.947770 -1.515827 1.824666 -0.1499 -0.2005 -0.4467 -0.76
S 2.155104 -4.532578 2.380351 -0.0295 0.1164 -0.0482 -0.17
C 2.724113 -3.862855 3.972477 0.0210 0.0727 0.0491 -1.22
C 1.589956 -3.645305 4.937680 -0.0253 -0.0117 -0.0633 0.67
C 0.971181 -2.400850 5.013543 -0.0449 0.0522 0.1237 -0.08
C -0.123576 -2.207809 5.848326 0.0416 -0.0523 -0.0196 -0.74
C -0.606899 -3.253982 6.621158 0.0418 -0.0354 -0.0360 -0.42
C 0.009742 -4.498923 6.554179 -0.0005 0.0569 -0.0174 -0.53
C 1.096411 -4.690739 5.714484 0.0225 -0.0172 0.0052 -0.43
C -2.691628 -0.897007 1.266908 -0.0565 -0.2455 0.0322 -0.11
C -4.096014 -1.034146 1.347854 0.0623 0.0112 -0.0543 -0.40
C -4.954395 0.023584 1.188518 0.1204 0.1060 -0.0071 -1.00
C -4.399133 1.305651 0.993501 -0.0343 -0.0502 0.0053 -0.53
C -3.045908 1.493115 0.949642 -0.0220 -0.0643 0.0321 -0.53
C -2.114248 0.403235 1.054819 -0.3227 -0.1519 -0.0189 0.25
O -0.871390 0.614356 0.976429 0.4420 0.3228 0.0703 -0.39
H -1.756849 -3.888568 2.697512 0.0335 -0.0035 0.0147 0.43
H -3.159083 -3.802445 1.636891 0.0238 0.0033 -0.0072 0.28
H -3.115972 -2.812994 3.098075 0.0091 -0.0099 -0.0182 0.48
H 3.247341 -2.929839 3.764775 0.0427 -0.0151 0.0468 0.40
H 3.441928 -4.591652 4.349633 -0.0148 -0.0115 0.0194 0.58
H 1.336602 -1.589472 4.393881 -0.0541 -0.0518 0.0819 0.46
H -0.602367 -1.237111 5.884749 0.0038 -0.0036 -0.0028 0.41
H -1.461965 -3.103721 7.268403 0.0017 -0.0053 0.0005 0.38
H -0.362970 -5.322233 7.151298 0.0048 0.0024 -0.0020 0.37
H 1.564148 -5.667657 5.648513 -0.0152 0.0132 0.0018 0.36
H -4.516755 -2.020083 1.511289 0.0077 0.0407 -0.0084 0.40
H -6.025291 -0.124968 1.222491 -0.0072 0.0249 -0.0062 0.38
H -5.055222 2.161889 0.875371 -0.0055 -0.0108 0.0084 0.37
H -2.618134 2.476976 0.807727 -0.0017 -0.0237 -0.0283 0.38
Te -3.141100 0.362198 -3.395270 0.2729 -0.1114 -0.0346 0.33
C -2.830663 0.267712 -5.483008 -0.0014 0.0965 0.0731 0.07
C -3.745545 0.827876 -6.366075 -0.0637 -0.0159 -0.0761 -0.42
C -3.497126 0.767418 -7.729289 0.0797 -0.0473 0.0019 -0.36
N -2.416858 0.198457 -8.267885 0.0111 -0.0252 0.1904 -0.69
C -1.548037 -0.340902 -7.405845 -0.0767 0.0386 -0.0486 -0.53
C -1.706446 -0.336195 -6.028127 0.0656 0.0136 -0.1024 0.30
C -1.095777 0.348870 -2.820533 -0.5086 -0.0578 0.5140 -1.44
P -0.943877 1.980871 -1.929817 0.1397 0.1096 -0.2625 0.39
C -1.188045 3.113708 -3.373400 -0.0297 -0.0205 -0.0126 0.38
C -0.815157 2.795393 -4.678195 0.0032 -0.0120 -0.0434 0.05
C -1.038903 3.682088 -5.722407 -0.0177 0.0058 0.0686 -0.73
C -1.633787 4.914685 -5.472529 0.0205 -0.0487 0.0466 -0.62
C -2.002460 5.247872 -4.175655 0.0203 -0.0456 0.0016 -0.69
C -1.783993 4.349134 -3.136794 0.0174 0.0235 -0.0383 -0.53
C 0.867683 2.350899 -1.670744 -0.0318 -0.3967 0.2910 -0.11
C 1.551267 1.717558 -0.457383 0.0460 -0.0966 -0.1256 -1.63
C 3.098116 1.773905 -0.565938 0.0314 0.0682 -0.2707 1.00
C 3.728858 2.884303 -1.337954 0.0589 -0.1420 0.1783 -1.06
C 2.967602 3.603598 -2.153595 -0.3303 0.0560 -0.1088 -0.79
C 1.558630 3.239921 -2.398938 0.1832 0.2722 -0.0128 0.04
P -0.641685 -1.112184 -1.928653 0.6112 0.1842 -0.2260 2.22
C 0.949904 -1.793963 -2.543691 -0.2411 -0.2459 0.2039 -0.05
C 1.451414 -2.776515 -1.559111 -0.0466 -0.2477 -0.3071 -0.85
C 2.745379 -2.850903 -1.284949 0.0425 0.1720 -0.0084 -2.15
C 3.650050 -1.939948 -2.034754 -0.0723 0.1579 0.0292 -0.14
C 3.232993 -1.539747 -3.461141 -0.0784 -0.0321 -0.0324 0.30
C 1.738438 -1.315958 -3.501279 0.2268 0.1582 -0.0381 -1.10
C -1.714809 -2.529303 -2.371252 -0.0969 0.0438 0.2030 0.45
C -1.371797 -3.388685 -3.409696 -0.0116 -0.0643 -0.0643 -0.46
C -2.189629 -4.464812 -3.741027 0.0288 0.0744 0.0325 -0.72
C -3.355298 -4.695220 -3.028376 -0.0254 -0.0038 0.0151 -0.68
C -3.706453 -3.843575 -1.987104 0.0466 0.0337 -0.0186 -0.77
C -2.892821 -2.769190 -1.664364 -0.0145 -0.1017 -0.0611 -0.32
H -4.636766 1.330337 -6.006579 0.0289 -0.0004 -0.0030 0.34
H -4.199664 1.215676 -8.425317 0.0070 -0.0106 -0.0174 0.36
H -0.670460 -0.806807 -7.843702 0.0014 0.0087 -0.0227 0.37
H -0.949298 -0.769812 -5.382760 -0.0337 0.0081 -0.0139 0.26
H -0.367085 1.825990 -4.868370 -0.0082 0.0335 0.0094 0.46
H -0.759268 3.405973 -6.732627 -0.0033 -0.0004 0.0073 0.44
H -1.815664 5.606801 -6.285994 -0.0025 -0.0028 0.0032 0.36
H -2.474109 6.202407 -3.973648 0.0055 -0.0035 -0.0004 0.40
H -2.090259 4.600722 -2.126737 -0.0066 -0.0029 -0.0140 0.42
H 1.072215 1.990082 0.481255 -0.0317 0.0590 -0.0017 0.68
H 3.547761 1.697593 0.425452 -0.0193 -0.0586 0.0418 0.53
H 4.777967 3.110726 -1.186836 -0.0169 -0.0128 0.0162 0.34
H 3.386509 4.438413 -2.705680 -0.0510 0.0031 0.0061 0.37
H 1.077429 3.734352 -3.232434 0.0436 -0.0013 -0.0095 0.33
H 0.729038 -3.427307 -1.077615 -0.0036 0.0263 0.0390 1.15
H 3.147038 -3.521569 -0.536405 0.0157 0.0096 -0.0170 0.32
H 4.663222 -2.344266 -2.010688 0.0424 0.0421 -0.0155 0.60
H 3.632620 -2.113285 -4.302458 -0.0144 -0.0303 -0.0133 0.30
H 1.336317 -0.617069 -4.231208 0.0023 0.0119 0.0611 0.33
H -0.457975 -3.219176 -3.966566 -0.0301 -0.0019 -0.0046 0.23
H -1.910605 -5.120321 -4.557297 -0.0001 0.0130 0.0129 0.42
H -3.991623 -5.534340 -3.284632 0.0102 0.0183 0.0111 0.37
H -4.621813 -4.009304 -1.431108 0.0180 0.0002 -0.0081 0.47
H -3.183846 -2.096278 -0.872010 -0.0267 0.0656 0.0637 0.62
N 3.371751 0.947201 -3.803686 0.0987 -0.0045 0.0516 -0.40
C 3.965703 -0.190595 -3.219140 -0.0384 0.0475 0.0980 0.73
N 5.372865 -0.135540 -3.516591 -0.0114 0.0784 -0.0755 -0.65
N 3.804991 -0.472588 -1.680549 -0.0551 -0.0976 0.1518 -0.02
C 2.903203 0.334190 -1.044518 0.2346 -0.0509 -0.1596 -1.05
N 1.669020 0.240706 -0.638325 -0.3080 0.0748 0.0238 1.85
H 3.851840 1.789094 -3.509827 -0.0234 -0.0376 -0.0379 0.41
H 2.386300 1.043478 -3.588532 -0.0064 -0.0299 -0.0097 -0.36
H 5.482280 0.106675 -4.493656 0.0122 -0.0767 -0.0234 0.29
H 5.837019 -1.016929 -3.341868 0.0047 0.0183 0.0810 0.34
```
Positions in Å, forces in eV/Å.

***

3.
Formula: C18H38MnNO2Si3
Source: the Open Molecules 2025 dataset
Level of theory: ωB97M-V/def2-TZVPD

Values from the calculation:
LUMO energy (alpha / beta)   -2.65 / -2.82 eV
2S+1   2
F_max   0.435 eV Å⁻¹
Kohn-Sham gap (alpha / beta)   8.613 / 8.185 eV
Total charge   +1

The geometry in XYZ format:
```
63
Properties=species:S:1:pos:R:3:forces:R:3:lowdin_spin:R:1
Mn -0.716124 -0.239697 -0.087711 -0.2669 0.0595 -0.0320 0.98
C -0.947421 -0.052776 3.110068 0.0554 0.0297 -0.0624 0.00
O -0.253778 -0.202245 1.874390 -0.1735 0.0574 0.2589 0.00
Si 1.441807 -0.474123 1.653030 0.1681 0.1108 0.3296 0.00
C 1.979411 -1.881690 2.734295 -0.0003 -0.1318 0.0925 0.00
C 2.313717 1.031834 2.333960 0.0421 0.1097 0.0482 0.00
C 1.316867 -0.683346 -0.127433 0.0044 0.3414 -0.1986 0.00
Si 2.505618 0.234900 -1.232707 0.1394 -0.0820 0.0032 0.00
C 2.329354 2.095666 -1.106958 -0.0730 0.1099 0.1426 0.00
C 2.277838 -0.149301 -3.052290 -0.0605 -0.0291 -0.1351 0.00
C 4.257822 -0.247994 -0.794110 0.1339 -0.0941 -0.0197 0.00
Si 0.772510 -2.312658 -0.781708 -0.2112 -0.1701 -0.3400 -0.01
C -0.446368 -1.830539 -2.184891 0.0080 0.0620 -0.1001 -0.01
C 2.057798 -3.498417 -1.402056 0.1708 -0.0350 -0.0667 0.00
C -0.321800 -3.270700 0.426573 -0.0002 -0.1052 0.0865 0.00
H -0.319366 0.471154 3.832304 -0.0042 -0.0047 0.0091 0.00
H -1.221555 -1.028385 3.513383 -0.0051 -0.0078 -0.0096 0.00
H -1.848187 0.537813 2.944687 0.0031 0.0045 0.0115 0.00
H 1.804858 -1.675118 3.793922 0.0044 0.0216 -0.0305 0.00
H 3.058714 -2.016378 2.609378 -0.0210 0.0040 0.0076 0.00
H 1.499097 -2.826183 2.491991 -0.0021 -0.0631 0.0086 0.00
H 2.468727 0.913084 3.409341 -0.0111 -0.0036 -0.0122 0.00
H 1.773711 1.967380 2.188762 0.0339 0.0210 -0.0060 0.00
H 3.301015 1.158326 1.885614 0.0090 -0.0303 -0.0021 0.00
H 1.295122 2.392536 -1.295652 0.0059 0.0571 -0.0251 0.00
H 2.947649 2.593611 -1.857773 0.0331 -0.0709 0.0066 0.00
H 2.629924 2.484354 -0.130249 -0.0471 0.0083 -0.0326 0.00
H 1.344625 0.256877 -3.451666 0.0173 -0.0160 0.0117 0.00
H 2.313287 -1.215053 -3.283811 0.0124 0.0484 -0.0322 0.00
H 3.096121 0.324048 -3.601981 -0.0194 0.0079 0.0127 0.00
H 4.500359 -0.073114 0.256354 -0.0158 0.0054 0.0069 0.00
H 4.988885 0.299309 -1.394820 -0.0240 -0.0088 0.0055 0.00
H 4.404483 -1.315029 -0.988617 0.0271 0.0297 0.0231 0.00
H 0.085881 -1.734564 -3.132345 -0.0447 -0.0318 0.0032 0.00
H -0.957580 -0.843371 -2.101688 0.0373 0.0626 0.0384 0.00
H -1.238293 -2.572769 -2.315746 0.0144 0.0022 -0.0141 0.00
H 2.682129 -3.062501 -2.183437 -0.0016 -0.0403 0.0392 0.00
H 1.605212 -4.410157 -1.799181 -0.0222 0.0300 0.0239 0.00
H 2.712467 -3.782327 -0.573619 -0.0061 -0.0155 -0.0267 0.00
H -0.990294 -2.687028 1.061433 -0.0163 0.0917 0.0078 0.00
H 0.287460 -3.874307 1.100144 0.0259 -0.0387 -0.0164 0.00
H -0.949072 -3.963143 -0.142229 0.0346 -0.0049 -0.0125 0.00
O -2.655827 -1.099145 -0.072392 -0.1251 0.1887 0.3536 0.01
C -3.770076 -0.331679 0.442209 -0.0187 -0.0716 -0.0732 0.00
C -4.424679 0.473249 -0.662772 -0.0238 0.0007 0.0168 0.00
C -3.398512 1.280847 -1.466383 -0.0032 -0.0444 0.0210 0.00
C -2.593642 2.196320 -0.592227 0.1273 -0.0119 -0.1065 0.00
C -3.093768 3.436679 -0.219474 -0.0010 0.0040 -0.0685 0.00
C -2.337749 4.272527 0.578791 -0.0284 0.0835 0.0268 0.01
C -1.080262 3.853419 0.984158 0.0110 -0.0009 -0.0218 0.00
C -0.652207 2.604242 0.592885 -0.0194 -0.0196 -0.0589 0.01
N -1.387642 1.774402 -0.166794 -0.0026 -0.3701 -0.0034 0.00
H -2.970248 -1.711552 -0.747799 0.1258 -0.0113 -0.0610 0.00
H -3.334641 0.311723 1.205123 -0.0119 0.0275 -0.0130 0.00
H -4.476889 -1.000830 0.932104 0.0032 -0.0456 -0.0327 0.00
H -5.168787 1.129753 -0.203960 0.0227 0.0283 -0.0403 0.00
H -4.970722 -0.187978 -1.340770 0.0097 -0.0219 0.0235 0.00
H -3.903523 1.859015 -2.239762 -0.0418 0.0375 0.0519 0.00
H -2.716077 0.602470 -1.978817 -0.0099 0.0030 -0.0451 0.00
H -4.068473 3.740682 -0.577797 0.0069 0.0009 0.0039 0.00
H -2.717764 5.243342 0.869323 0.0086 -0.0113 -0.0007 0.00
H -0.440487 4.478743 1.590611 -0.0018 -0.0141 -0.0133 0.00
H 0.319347 2.235790 0.876792 0.0177 -0.0426 0.0386 0.00
```
Positions in Å, forces in eV/Å.